Entry 1:
Below is 2 unconnected molecules or ions with the total composition C2H5NO in a non-equilibrium geometry, with properties calculated with ωB97M-V/def2-TZVPD.

Calculated values
Calculated total energy ... -208.927243 Ha
HOMO level (alpha / beta) ... -0.3626 / -0.3095 hartree
Orbital gap (alpha / beta) ... 0.372 / 0.300 Eh

Atoms and positions in Å:
C -0.761 -0.007 0.205
C 0.594 0.396 -0.265
N -1.836 -0.726 -0.264
O -1.974 0.669 0.000
H -0.234 0.134 2.431
H 0.878 -0.153 -1.262
H 1.220 0.152 0.545
H 0.544 1.425 -0.297
H -1.851 -1.041 -1.223

Forces on atoms 1 to 2 (eV/Å):
C -1.253 0.616 1.159
C -0.925 -2.990 -1.823


Entry 2:
Below is C21H28N2O5S in the gas phase in a non-equilibrium geometry, with properties calculated with ωB97M-V/def2-TZVPD.

Calculated values
Calculated total energy ... -1700.935271 Ha
HOMO level ... -0.3163 hartree
Orbital gap ... 0.336 Eh
SMILES ... CCOC(=O)[C@H]1CCCN(S(=O)(=O)c2ccc3c(c2)C[C@@H](C)N3C(=O)C2CC2)C1

Atoms and positions in Å:
C 0.172 5.416 -2.764
C 0.967 4.760 -3.883
O 0.687 3.360 -3.969
C 1.358 2.550 -3.150
O 2.187 2.923 -2.360
C 0.967 1.106 -3.382
C 1.700 0.576 -4.624
C 1.370 -0.901 -4.817
C 1.757 -1.685 -3.565
N 1.111 -1.157 -2.381
S -0.496 -1.609 -2.179
O -0.606 -2.975 -2.599
O -1.413 -0.657 -2.748
C -0.614 -1.525 -0.400
C -1.506 -0.661 0.201
C -1.601 -0.591 1.584
C -0.786 -1.422 2.340
C 0.150 -2.265 1.716
C 0.235 -2.331 0.347
C 0.952 -2.979 2.763
C 0.603 -2.201 4.042
C 1.665 -1.164 4.396
N -0.664 -1.530 3.716
C -1.517 -1.180 4.731
O -1.140 -1.216 5.886
C -2.910 -0.828 4.339
C -3.398 0.575 4.614
C -3.885 -0.556 5.451
C 1.337 0.252 -2.164
H 0.356 6.487 -2.766
H -0.891 5.237 -2.904
H 0.477 5.007 -1.804
H 2.041 4.896 -3.715
H 0.686 5.165 -4.857
H -0.111 1.048 -3.554
H 1.399 1.154 -5.500
H 2.778 0.697 -4.484
H 0.297 -1.019 -4.983
H 1.903 -1.299 -5.682
H 1.447 -2.727 -3.647
H 2.839 -1.640 -3.403
H -2.122 -0.040 -0.430
H -2.271 0.115 2.043
H 0.933 -2.977 -0.160
H 2.020 -2.952 2.553
H 0.644 -4.025 2.830
H 0.431 -2.849 4.905
H 1.338 -0.587 5.257
H 2.601 -1.657 4.642
H 1.827 -0.491 3.556
H -3.273 -1.329 3.451
H -2.694 1.265 5.054
H -4.070 1.024 3.898
H -3.501 -0.641 6.456
H -4.901 -0.899 5.327
H 0.740 0.548 -1.299
H 2.394 0.403 -1.922

Forces on atoms 1 to 2 (eV/Å):
C 0.148 -0.325 -0.220
C 0.194 0.446 0.191


Entry 3:
Below is 2 unconnected molecules or ions with the total composition C19H24BF14N6O8P3S3 in a non-equilibrium geometry, with properties calculated with ωB97M-V/def2-TZVPD.

Calculated values
Calculated total energy ... -5310.464666 Ha
HOMO level ... -0.3187 hartree
Orbital gap ... 0.204 Eh

Atoms and positions in Å:
N -1.308 -2.065 4.822
P -1.399 -0.830 3.844
N -0.547 -1.239 2.371
C -0.500 -0.272 1.379
N -1.326 0.796 1.535
N 0.271 -0.382 0.253
C 0.969 0.866 -0.130
C 0.685 1.350 -1.635
C 0.570 2.906 -1.739
F -0.521 3.294 -0.989
F 0.241 3.171 -3.041
C 1.903 3.694 -1.409
F 2.207 4.410 -2.527
F 2.957 2.828 -1.263
C 1.812 4.752 -0.254
F 2.987 5.453 -0.290
F 0.850 5.675 -0.489
C 1.694 4.194 1.206
F 2.470 3.125 1.460
F 0.427 3.918 1.599
F 2.126 5.180 2.034
C 1.066 -1.627 0.084
P 0.982 -2.122 -1.741
O 0.562 -3.523 -2.003
C 0.824 -2.758 1.101
C -0.516 -3.585 0.959
C -1.661 -3.011 0.075
C -3.026 -2.991 0.890
C -3.763 -1.668 0.452
S -5.469 -1.540 1.136
C -5.473 0.114 1.824
N -6.053 0.621 2.898
N -5.656 1.928 2.898
C -4.885 2.191 1.887
O -4.749 1.036 1.138
S 2.122 -4.068 1.200
O 2.160 -4.947 0.059
O 1.751 -4.890 2.343
C 3.864 -3.518 1.491
F 4.183 -3.336 2.789
F 4.622 -4.572 1.120
F 4.295 -2.502 0.705
C 0.688 -2.011 2.516
P 2.145 -0.940 3.017
S 1.676 0.826 3.697
H -0.889 -1.786 5.708
H -0.909 0.301 4.543
H -2.758 -0.585 3.511
H -1.124 1.460 2.282
H -2.085 0.992 0.886
H 0.679 1.740 0.494
H 2.079 0.813 -0.048
H -0.258 0.927 -2.034
H 1.531 1.018 -2.284
H 2.140 -1.323 0.213
H -0.001 -1.254 -2.316
H 2.211 -1.799 -2.384
H -0.919 -3.750 1.988
H -0.289 -4.616 0.595
H -1.844 -3.728 -0.759
H -1.513 -2.020 -0.399
H -2.843 -2.864 1.986
H -3.650 -3.886 0.699
H -3.803 -1.534 -0.648
H -3.176 -0.840 0.904
H -4.375 3.111 1.586
H 0.593 -2.835 3.258
H 3.131 -0.772 2.011
H 2.790 -1.641 4.082
B 1.990 2.809 -7.251
O 1.894 1.587 -6.408
C 0.623 1.398 -6.116
O 0.200 0.493 -5.440
C -0.200 2.482 -6.747
O -1.396 2.596 -6.669
O 0.599 3.303 -7.407
F 2.538 2.491 -8.504
F 2.782 3.779 -6.606

Forces on atoms 1 to 2 (eV/Å):
N 0.312 0.802 -0.853
P -1.176 -1.689 3.343